Entry 1:
C5H9NO4 | ωB97M-V with the def2-TZVPD basis set

Each atom is followed by the atoms it is bonded to, with distances in Å.
Geometry (Å):
1 O 1.247 -0.585 -1.167  C2 1.204
2 C 0.482 -1.330 -0.609  O1 1.204, C4 1.511, O17 1.609
3 O 0.360 -3.419 -1.436  C7 1.418, H18 1.162
4 C -1.022 -1.209 -0.674  C2 1.511, O5 1.411, C6 1.467, H12 1.095
5 O -1.553 -1.405 -1.966  C4 1.411, C6 1.432
6 C -1.796 -2.417 -0.982  C4 1.467, O5 1.432, C7 1.519, C11 1.510
7 C -1.010 -3.698 -1.199  O3 1.418, C6 1.519, H13 1.097, H14 1.100
8 N -3.963 -3.432 -1.454  H9 1.016, H10 1.015, C11 1.455
9 H -4.092 -2.980 -2.355  N8 1.016
10 H -4.888 -3.633 -1.090  N8 1.015
11 C -3.232 -2.567 -0.541  C6 1.510, N8 1.455, H15 1.100, H16 1.104
12 H -1.456 -0.413 -0.058  C4 1.095
13 H -1.463 -4.231 -2.044  C7 1.097
14 H -1.091 -4.324 -0.299  C7 1.100
15 H -3.224 -3.038 0.453  C11 1.100
16 H -3.664 -1.558 -0.424  C11 1.104
17 O 1.124 -2.148 0.618  C2 1.609, H19 0.966
18 H 0.962 -3.533 -0.449  O3 1.162
19 H 0.397 -2.403 1.201  O17 0.966

HOMO level (eV): -9.88

Mulliken population analysis, charges in e, atoms 1 to 8: -0.509 0.454 -0.629 -0.418 -0.520 1.207 -0.660 -0.554

Entry 2:
C5H9NOS | ωB97M-V with the def2-TZVPD basis set

Each atom is followed by the atoms it is bonded to, with distances in Å.
Geometry (Å):
1 C 0.647 -1.533 1.265  C2 1.237, H9 0.990
2 C 1.335 -1.290 0.266  C1 1.237, C4 1.422
3 C -1.325 1.037 0.601  C5 1.464, N6 1.325, O7 1.249
4 C 2.235 -1.241 -0.834  C2 1.422, H10 1.121, H11 1.121, H12 1.002
5 C -0.289 2.050 0.393  C3 1.464, H13 1.142, H14 1.098, H15 1.070
6 N -1.603 0.411 -0.533  C3 1.325, S8 1.688, H16 0.968
7 O -1.892 0.823 1.693  C3 1.249
8 S -2.883 -0.680 -0.679  N6 1.688, H17 1.347
9 H -0.034 -1.539 1.983  C1 0.990
10 H 1.631 -0.702 -1.610  C4 1.121
11 H 2.424 -2.310 -1.113  C4 1.121
12 H 3.046 -0.719 -0.564  C4 1.002
13 H 0.471 1.784 -0.417  C5 1.142
14 H 0.304 2.102 1.316  C5 1.098
15 H -0.535 3.045 0.086  C5 1.070
16 H -1.192 0.658 -1.374  N6 0.968
17 H -2.339 -1.895 -0.477  S8 1.347

HOMO level (eV): -9.66

Mulliken population analysis, charges in e, atoms 1 to 8: -0.241 -0.111 0.772 -1.074 -0.988 -0.220 -0.633 -0.157

no.,energy (hartree)
1,-551.54161
2,-723.99324